DFT (wB97M-V/def2-TZVPD) results for a structure of composition C36H36N5O2S6SbW.

Cartesian coordinates (Å):
1 W -0.2564 -1.7081 1.0245
2 C 2.5718 0.6436 6.9823
3 C 1.7769 0.4763 5.7162
4 C 0.4056 0.7125 5.6870
5 C -0.3261 0.5138 4.5304
6 C 0.2912 0.0917 3.3582
7 N -0.4515 -0.0873 2.1632
8 C -1.1247 1.0549 1.6882
9 C -0.5708 2.3305 1.8625
10 C -1.1699 3.4590 1.3475
11 C -2.3458 3.3709 0.6019
12 C -2.9664 4.5938 -0.0153
13 C -2.8928 2.1173 0.4096
14 C -2.3141 0.9750 0.9570
15 N -2.9793 -0.2632 0.7559
16 C -4.3010 -0.4565 0.5815
17 C -4.4957 -1.7688 0.2229
18 C -3.2188 -2.3310 0.1901
19 N -2.3105 -1.4097 0.4996
20 C 1.6639 -0.1621 3.3821
21 C 2.3892 0.0298 4.5535
22 N 2.3199 -0.5633 2.2085
23 C 3.5879 -0.0681 1.7156
24 C 3.8663 -1.0393 0.5418
25 C 2.7800 -2.0479 0.6607
26 N 1.8842 -1.6530 1.4883
27 H 2.0247 1.2369 7.7138
28 H 3.5257 1.1360 6.7897
29 H 2.7877 -0.3259 7.4356
30 H -0.0977 1.0496 6.5851
31 H -1.3923 0.7030 4.5148
32 H 0.3503 2.4147 2.4245
33 H -0.7086 4.4268 1.5087
34 H -3.0229 5.4122 0.7034
35 H -3.9743 4.3874 -0.3734
36 H -2.3762 4.9442 -0.8651
37 H -3.7730 2.0090 -0.2103
38 H -4.9998 0.3443 0.7464
39 H -5.4299 -2.2655 0.0317
40 H -2.9170 -3.3516 -0.0048
41 H 3.4512 -0.1872 4.5601
42 H 4.3466 0.0450 2.4901
43 H 4.8745 -1.4235 0.4101
44 H 2.6092 -2.9086 0.0323
45 O 0.7903 0.1219 -0.2151
46 S 1.8446 -0.1631 -1.2705
47 C 1.8020 1.3321 -2.2790
48 C 0.4040 1.5189 -2.8641
49 C 0.0044 0.3920 -3.8157
50 C -1.3066 0.6234 -4.5622
51 S -2.8017 0.4025 -3.4912
52 O -2.3192 0.3449 -2.0789
53 C -3.1643 -1.2910 -3.9518
54 C -2.6021 -2.3097 -3.2036
55 C -2.8719 -3.6287 -3.5411
56 C -3.7041 -3.9078 -4.6170
57 C -4.2692 -2.8752 -5.3570
58 C -4.0043 -1.5546 -5.0243
59 C 3.4990 0.1207 -0.4620
60 C 4.5294 0.3777 -1.5094
61 C 5.4068 1.3704 -1.3775
62 C 5.3915 2.2747 -0.2230
63 C 4.4831 2.1625 0.7440
64 C 3.4158 1.1194 0.7271
65 H 2.5496 1.1950 -3.0628
66 H 2.1015 2.1730 -1.6496
67 H 0.4117 2.4706 -3.4054
68 H -0.3229 1.5989 -2.0569
69 H -0.0529 -0.5627 -3.2837
70 H 0.7869 0.2770 -4.5735
71 H -1.4002 -0.0972 -5.3732
72 H -1.3651 1.6265 -4.9874
73 H -1.9623 -2.0710 -2.3643
74 H -2.4322 -4.4281 -2.9556
75 H -3.9195 -4.9357 -4.8782
76 H -4.9257 -3.0992 -6.1878
77 H -4.4555 -0.7428 -5.5840
78 H 4.5741 -0.3034 -2.3534
79 H 6.1703 1.5175 -2.1308
80 H 6.1447 3.0503 -0.1755
81 H 4.4866 2.8471 1.5851
82 H 2.4235 1.5687 0.8426
83 S 2.0687 -5.6160 1.0142
84 Sb -0.0276 -4.8718 0.6991
85 S -0.7717 -3.4224 2.5523
86 S 0.1142 -3.0182 -0.8972
87 S -1.8152 -6.0448 -0.0082

As for the HOMO energy (alpha / beta): -6.80 / -7.37 eV. As for the spin multiplicity: 3. The net charge is 0. The max |F| comes out at 0.5 eV Å⁻¹. As for the expectation value of S²: 2.019. As for the energy relative to the best compared isomer or geometry (same formula, charge and spin): 238.9 kJ/mol. For the HOMO-LUMO gap (alpha / beta), the calculation gives 6.39 / 7.06 eV. For the molar mass, the calculation gives 1068.72 g mol⁻¹.